Entry 1:
This record from OMol25 describes 4 unconnected molecules or ions with the total composition C2H12N2O3 in a non-equilibrium geometry. The level of theory is the ωB97M-V functional and the def2-TZVPD basis.

Positions of all 19 atoms, in Å:
N: -0.220 0.686 2.403
C: -0.016 1.178 1.092
C: -1.093 1.134 0.273
N: -0.955 1.089 -1.140
H: 0.249 1.185 3.152
H: -1.161 0.566 2.740
H: 0.902 1.614 0.744
H: -2.074 1.024 0.708
H: -1.838 0.916 -1.584
H: -0.242 1.621 -1.609
O: 2.813 0.289 -0.149
H: 3.111 0.802 0.589
H: 3.095 0.803 -0.917
O: -1.196 -2.097 -2.400
H: -1.305 -1.155 -2.628
H: -0.856 -2.036 -1.488
O: 0.041 -2.803 -0.026
H: -0.237 -1.995 0.380
H: 0.981 -2.822 -0.138

Computed properties:
2S+1: 1
ΔE to the lowest compared entry with this formula, charge and spin: 168.3 kJ/mol
gap between HOMO and LUMO: 7.71 eV
SMILES string: N/C=C/N.O.O.O
HOMO: -7.231 eV

Atomic partial charges in e from the natural (NBO) method, atoms 1 to 5: N -0.82; C -0.09; C -0.10; N -0.86; H 0.36



Entry 2:
This record from OMol25 describes a molecular structure, C3H3ClNO5PdS in a non-equilibrium geometry. The level of theory is the ωB97M-V functional and the def2-TZVPD basis.

Positions of all 15 atoms, in Å:
Pd: -0.178 -0.730 -0.312
O: 1.512 0.617 1.243
Cl: 1.604 -0.779 1.673
O: 2.578 -0.988 2.680
O: 1.910 -1.549 0.425
O: 0.268 -1.208 2.095
S: -3.511 -0.589 -0.431
C: -2.063 -0.583 -0.185
C: -0.211 2.339 -0.746
O: -0.085 1.089 -1.366
H: -1.242 2.546 -0.445
H: 0.029 3.054 -1.544
H: 0.474 2.485 0.085
N: -0.628 -3.341 -1.880
C: -0.458 -2.362 -1.294

Computed properties:
2S+1: 2
ΔE to the lowest compared entry with this formula, charge and spin: 88.0 kJ/mol
gap between HOMO and LUMO (spin up / spin down): 7.64 / 7.35 eV
⟨S²⟩: 0.807
HOMO (spin up / spin down): -10.599 / -10.576 eV

Atomic partial charges in e from the natural (NBO) method, atoms 1 to 5: Pd 0.95; O -0.84; Cl 2.48; O -0.74; O -0.82



Entry 3:
This record from OMol25 describes 3 unconnected molecules or ions with the total composition C18H40N5O4 in a non-equilibrium geometry. The level of theory is the ωB97M-V functional and the def2-TZVPD basis.

Positions of all 67 atoms, in Å:
C: 6.067 -6.113 2.393
C: 5.483 -5.770 1.411
C: 4.749 -5.276 0.255
N: 3.291 -5.536 0.341
C: 2.582 -5.058 1.412
N: 2.696 -5.708 2.538
N: 1.718 -3.980 1.399
C: 0.336 -4.358 1.012
C: -0.483 -4.708 2.260
O: -0.889 -3.848 2.981
O: -0.747 -6.040 2.457
C: 2.244 -2.778 0.694
C: 2.786 -1.761 1.694
C: 3.028 -0.437 0.944
C: 4.097 -2.209 2.354
H: 6.661 -6.326 3.254
H: 5.109 -5.812 -0.623
H: 4.997 -4.225 0.104
H: 2.810 -5.343 -0.530
H: 2.315 -5.319 3.388
H: 3.196 -6.585 2.584
H: -0.173 -3.519 0.556
H: 0.300 -5.202 0.320
H: -0.140 -6.407 3.109
H: 1.422 -2.292 0.177
H: 2.984 -3.020 -0.070
H: 2.003 -1.592 2.431
H: 3.304 0.312 1.682
H: 2.165 -0.128 0.362
H: 3.900 -0.579 0.308
H: 4.071 -1.958 3.412
H: 4.957 -1.713 1.913
H: 4.278 -3.284 2.306
C: -0.546 4.032 -3.086
C: -0.696 3.286 -1.764
C: 0.585 3.257 -0.919
O: 1.573 2.347 -1.369
C: 2.391 2.822 -2.425
N: -1.209 1.938 -2.034
H: -0.008 3.444 -3.829
H: -1.528 4.253 -3.503
H: -0.020 4.978 -2.948
H: -1.449 3.818 -1.175
H: 0.317 2.918 0.086
H: 1.013 4.261 -0.812
H: 2.573 3.896 -2.339
H: 1.953 2.602 -3.401
H: 3.346 2.300 -2.361
H: -1.418 1.479 -1.151
H: -0.450 1.389 -2.428
C: -7.116 3.438 -0.903
C: -5.610 3.202 -0.861
C: -4.846 4.223 -0.006
O: -4.665 5.488 -0.607
C: -5.764 6.375 -0.500
N: -5.101 3.137 -2.233
H: -7.381 4.265 -1.561
H: -7.623 2.551 -1.283
H: -7.512 3.650 0.093
H: -5.446 2.223 -0.399
H: -3.835 3.835 0.155
H: -5.306 4.333 0.985
H: -6.290 6.248 0.451
H: -6.466 6.243 -1.326
H: -5.373 7.390 -0.549
H: -4.120 2.867 -2.222
H: -5.095 4.084 -2.604

Computed properties:
2S+1: 1
gap between HOMO and LUMO: 6.29 eV
total charge: +1
HOMO: -10.295 eV

Atomic partial charges in e from the natural (NBO) method, atoms 1 to 5: C -0.17; C -0.06; C -0.29; N -0.61; C 0.76



Entry 4:
This record from OMol25 describes C2H4ClF in the gas phase in a non-equilibrium geometry. The level of theory is the ωB97M-V functional and the def2-TZVPD basis.

Positions of all 8 atoms, in Å:
F: -1.392 1.297 0.641
C: -0.832 0.376 -0.260
C: 0.822 -0.225 0.381
Cl: 1.232 -1.121 -1.073
H: -1.415 -0.528 -0.232
H: -0.569 0.826 -1.278
H: 1.656 0.337 0.687
H: 0.498 -0.963 1.134

Computed properties:
2S+1: 1
ΔE to the lowest compared entry with this formula, charge and spin: 160.9 kJ/mol
gap between HOMO and LUMO: 11.30 eV
SMILES string: FCCCl
HOMO: -10.262 eV

Atomic partial charges in e from the natural (NBO) method, atoms 1 to 5: F -0.37; C 0.07; C -0.42; Cl -0.07; H 0.18



- Which value of 2S+1 does entry 2 give?
  2



- Number 1 is which compound?
  C2H12N2O3



- Which formula does entry 3 have?
  C18H40N5O4